2 unconnected molecules or ions with the total composition C2H2INOS in a non-equilibrium geometry, computed with the ωB97M-V functional and the def2-TZVPD basis.

Geometry as XYZ:
```
8
Properties=species:S:1:pos:R:3:forces:R:3:nbo_charge:R:1
C -0.092929 -0.705117 -0.966178 -0.6 0.9 -1.0 0.170
C -0.628504 0.572814 -0.993620 0.0 -0.2 -0.6 -0.454
N 0.370319 -1.751773 -0.776579 0.2 -0.6 -1.0 -0.250
O 0.545005 -1.475591 1.320378 0.9 -0.8 0.9 -0.739
S -0.055513 -0.224223 1.714345 -1.3 1.4 0.7 0.860
I 1.514196 1.525096 2.316803 0.2 -0.1 -0.1 -0.064
H 0.052086 1.366993 -1.349810 -0.4 -0.4 0.6 0.237
H -1.704660 0.691801 -1.265339 1.0 -0.1 0.7 0.239
```
Positions in Å, forces in eV/Å.

- Gap between HOMO and LUMO (spin up / spin down): 7.4 / 7.8 eV
- E_LUMO (spin up / spin down): -1.6 / -1.6 eV
- ΔE to the lowest compared entry with this formula, charge and spin: 1.712 eV